Record 1
Here is a 2-piece molecular cluster, C4H12S overall from the Open Molecules 2025 dataset. Energies are from ωB97M-V with the def2-TZVPD basis set.

Computed properties:
energy above the lowest of the compared OMol25 structures with the same formula, charge and spin = 36.5 kJ/mol
HOMO level (alpha / beta) = 1.1 / -5.3 eV
⟨S²⟩ = 0.751
electronic energy = -557.7077 Ha
total charge = -1
gap between HOMO and LUMO (alpha / beta) = 2.2 / 8.7 eV
2S+1 = 2

Geometry (Å):
C1 1.84394 1.07244 -1.96665
C2 1.93854 -0.44816 -1.81273
H1 2.80394 1.42702 -1.61051
H2 1.78969 1.38253 -2.99957
H3 0.97057 1.43914 -1.43235
H4 1.34523 -1.10662 -2.44792
H5 1.97124 -0.82560 -0.79444
H6 2.90639 -0.75480 -2.23796
C3 -1.61235 0.00359 2.29931
C4 -2.09967 0.22880 0.88445
S1 -1.51897 -1.73127 2.82325
H7 -0.63286 0.45942 2.44827
H8 -2.20022 0.48437 3.08136
H9 -3.05736 -0.29399 0.76185
H10 -0.60042 -2.42922 2.13918
H11 -1.39687 -0.16132 0.15538
H12 -2.45080 1.25368 0.70909

Atoms 1-6, force components in eV/Å:
C -0.1 -1.1 0.2
C 1.4 -0.8 -1.2
H -0.2 0.7 0.5
H -0.2 0.0 -0.4
H 0.2 0.4 0.2
H -1.0 0.4 0.3

Charge distribution, Mulliken scheme, values in e:
1 C -0.70
2 C -1.69
3 H 0.28
4 H 0.29
5 H 0.23
6 H 0.45
7 H 0.47
8 H 0.45
9 C -1.43
10 C -1.06
11 S -0.38
12 H 0.44
13 H 0.39
14 H 0.42
15 H 0.24
16 H 0.22
17 H 0.36

Record 2
Here is a 2-piece molecular cluster, C4H12S overall from the Open Molecules 2025 dataset. Energies are from ωB97M-V with the def2-TZVPD basis set.

Computed properties:
energy above the lowest of the compared OMol25 structures with the same formula, charge and spin = 24.2 kJ/mol
SMILES = CCS.CC
HOMO level = -9.1 eV
electronic energy = -557.7612 Ha
gap between HOMO and LUMO = 10.0 eV

Geometry (Å):
C1 -2.99116 1.19271 0.68363
C2 -2.21144 0.10381 -0.01984
S1 -0.73934 -0.38206 0.92898
H1 -3.43989 0.87543 1.62661
H2 -3.76955 1.57956 0.03639
H3 -2.37089 2.03210 0.95582
H4 -2.83458 -0.75992 -0.24587
H5 -1.84603 0.48934 -0.97420
H6 0.18687 -0.11668 0.01926
C3 2.95965 -0.93320 -0.82726
C4 3.34913 0.42891 -1.40102
H7 2.19533 -1.33964 -1.49655
H8 2.49179 -0.83266 0.14764
H9 3.75476 -1.67334 -0.85083
H10 2.84827 1.24283 -0.85620
H11 4.39010 0.75518 -1.27080
H12 3.07177 0.53924 -2.44698

Atoms 1-6, force components in eV/Å:
C -0.3 0.1 0.3
C 0.3 0.4 -0.4
S -0.2 -0.4 0.5
H -0.1 -0.3 -0.1
H -0.3 0.0 -0.1
H 0.5 0.3 -0.1

Charge distribution, Mulliken scheme, values in e:
1 C -1.05
2 C -0.38
3 S -0.18
4 H 0.31
5 H 0.31
6 H 0.33
7 H 0.32
8 H 0.29
9 H 0.03
10 C -0.72
11 C -0.81
12 H 0.25
13 H 0.16
14 H 0.32
15 H 0.26
16 H 0.30
17 H 0.26

Record 3
Here is a 2-piece molecular cluster, C4H12S overall from the Open Molecules 2025 dataset. Energies are from ωB97M-V with the def2-TZVPD basis set.

Computed properties:
energy above the lowest of the compared OMol25 structures with the same formula, charge and spin = 44.0 kJ/mol
SMILES = CSC.CC
HOMO level = -8.5 eV
electronic energy = -557.7537 Ha
gap between HOMO and LUMO = 9.5 eV

Geometry (Å):
C1 -1.31490 1.80247 -0.09274
S1 -0.92775 1.84777 1.67097
C2 0.84465 1.69737 1.74641
H1 -1.97582 2.64659 -0.28443
H2 -0.53533 1.86718 -0.85384
H3 -1.87219 0.89015 -0.25716
H4 1.32805 0.76696 1.42602
H5 1.09745 1.85722 2.78896
H6 1.40274 2.44758 1.18430
C3 0.49044 -1.89388 -1.63776
C4 0.05545 -2.03462 -0.19697
H7 1.42165 -2.40385 -1.89434
H8 -0.23361 -2.31591 -2.33515
H9 0.53254 -0.84185 -1.91576
H10 -1.03279 -2.05657 -0.06862
H11 0.48513 -1.26561 0.43766
H12 0.23428 -3.01101 0.28245

Atoms 1-6, force components in eV/Å:
C -0.6 0.1 -0.2
S 0.3 0.0 -0.2
C 1.2 0.0 -0.2
H -0.1 0.0 0.0
H 0.4 -0.1 0.6
H -0.1 -0.2 -0.3

Charge distribution, Mulliken scheme, values in e:
1 C -0.81
2 S -0.06
3 C -0.82
4 H 0.34
5 H 0.28
6 H 0.23
7 H 0.25
8 H 0.28
9 H 0.32
10 C -0.80
11 C -0.56
12 H 0.29
13 H 0.28
14 H 0.23
15 H 0.25
16 H -0.02
17 H 0.34

Record 4
Here is a 2-piece molecular cluster, C4H12S2 overall from the Open Molecules 2025 dataset. Energies are from ωB97M-V with the def2-TZVPD basis set.

Computed properties:
energy above the lowest of the compared OMol25 structures with the same formula, charge and spin = 5.9 kJ/mol
HOMO level (alpha / beta) = 0.1 / -3.5 eV
⟨S²⟩ = 0.754
electronic energy = -955.9451 Ha
total charge = -1
gap between HOMO and LUMO (alpha / beta) = 3.6 / 7.2 eV
2S+1 = 2

Geometry (Å):
C1 -1.09215 -2.39363 1.00713
S1 -2.10705 -2.32534 -0.51323
S2 -2.73913 -0.25499 -0.53900
H1 -0.83738 -1.37830 1.32533
H2 -0.20760 -2.99107 0.81055
H3 -1.68766 -2.80340 1.82375
H4 -3.37944 -0.23587 0.64023
C2 0.83866 2.14253 0.35010
C3 1.70981 1.21957 -0.49813
C4 0.93679 0.05341 -1.10595
H5 0.06566 2.65151 -0.22730
H6 1.47234 2.88005 0.84306
H7 0.25557 1.55397 1.06211
H8 2.54875 0.85052 0.09089
H9 2.13639 1.76896 -1.34668
H10 1.53488 -0.54724 -1.78982
H11 0.52158 -0.58112 -0.32141
H12 0.02998 0.39043 -1.61164

Atoms 1-6, force components in eV/Å:
C -0.5 0.3 -0.2
S 0.9 -2.9 0.2
S -0.7 2.9 0.2
H 0.2 0.0 -0.2
H 0.1 0.0 0.2
H 0.1 -0.3 0.0

Charge distribution, Mulliken scheme, values in e:
1 C -0.71
2 S -0.37
3 S -0.59
4 H 0.10
5 H 0.26
6 H 0.28
7 H 0.03
8 C -0.99
9 C -0.20
10 C -0.74
11 H 0.28
12 H 0.31
13 H 0.24
14 H 0.27
15 H 0.25
16 H 0.34
17 H -0.01
18 H 0.26

> Among the records above, which one has the lowest electronic energy?

C4H12S2

> What is the electronic energy in the second record?

-557.7612 Ha